Formula: CH3FIN
Source: the OMol25 dataset
Level of theory: ωB97M-V with the def2-TZVPD basis set

Last column: Löwdin charge in e.
CARTESIAN COORDINATES (ANGSTROEM)
C -1.41 -0.38 0.55  -0.558
N 1.51 0.35 0.11  0.089
F -1.18 -1.44 -0.23  -0.123
I -3.11 0.70 -0.02  0.730
H 0.73 0.60 0.03  -0.215
H 1.43 -0.66 0.18  0.031
H 2.02 0.83 -0.63  0.048

Output
Relative energy (zero: lowest compared OMol25 entry of this formula, charge and spin) ... 93.7 kcal/mol
Kohn-Sham gap ... 8.50 eV
HOMO ... -0.3551 hartree
LUMO ... -1.16 eV



Formula: C3H4BrNO4
Source: the OMol25 dataset
Level of theory: ωB97M-V with the def2-TZVPD basis set

Last column: Löwdin charge in e.
CARTESIAN COORDINATES (ANGSTROEM)
C -0.06 -0.42 1.07  -0.237
C -1.42 -0.45 -0.79  -0.219
C 0.64 -0.92 -0.09  -0.734
N 1.35 1.80 -0.19  -0.203
O 0.93 2.14 0.91  0.025
O 1.80 2.39 -1.14  0.065
O -1.35 -0.09 0.59  -0.044
O -0.18 -0.85 -1.19  -0.029
Br 2.10 -2.00 -0.06  0.897
H -0.24 -1.13 1.87  0.140
H 0.41 0.43 1.49  0.078
H -2.06 -1.23 -1.06  0.110
H -1.92 0.34 -1.40  0.152

Output
Relative energy (zero: lowest compared OMol25 entry of this formula, charge and spin) ... 58.2 kcal/mol
Kohn-Sham gap (spin up / spin down) ... 9.60 / 6.00 eV
HOMO (spin up / spin down) ... -0.3565 / -0.2792 hartree
LUMO (spin up / spin down) ... -0.10 / -1.60 eV



Formula: C20H38MnN4O2SSb
Source: the OMol25 dataset
Level of theory: ωB97M-V with the def2-TZVPD basis set

Last column: Löwdin charge in e.
CARTESIAN COORDINATES (ANGSTROEM)
Mn 0.20 0.38 -0.54  0.649
N -2.32 2.36 2.48  0.111
C -1.39 1.98 1.60  -0.814
S -0.48 0.53 1.92  0.638
N -1.25 2.71 0.50  0.026
N -0.30 2.20 -0.24  -0.203
C 0.11 2.44 -1.46  -0.120
C 1.25 1.60 -1.67  -0.144
C 2.40 1.75 -2.34  -0.086
C 3.41 0.74 -2.50  -0.071
C 3.48 -0.52 -2.02  -0.073
C 2.58 -1.28 -1.18  -0.267
N 1.42 -0.99 -0.74  -0.123
H -2.38 1.89 3.37  0.095
H -2.76 3.26 2.37  0.114
H -0.41 3.08 -2.18  0.139
H 2.63 2.72 -2.76  0.116
H 4.26 1.06 -3.10  0.112
H 4.39 -1.06 -2.26  0.102
H 2.98 -2.26 -0.91  0.092
C 0.07 -0.56 -3.85  -0.066
O -0.72 -0.58 -2.67  -0.283
C -2.13 -0.58 -2.90  -0.168
C -2.73 0.30 -1.83  -0.165
O -2.20 -0.08 -0.57  -0.308
C -3.07 -0.89 0.23  -0.094
H -0.05 0.38 -4.38  0.104
H -0.19 -1.39 -4.51  0.096
H 1.11 -0.67 -3.53  0.072
H -2.51 -1.60 -2.84  0.124
H -2.36 -0.17 -3.89  0.139
H -3.82 0.24 -1.83  0.139
H -2.44 1.34 -1.99  0.123
H -4.01 -0.37 0.41  0.107
H -2.55 -1.04 1.17  0.033
H -3.27 -1.85 -0.25  0.083
C 1.51 -5.26 1.57  -0.133
C 1.59 -3.79 1.20  -0.528
C 1.50 -2.88 2.42  -0.147
Sb 0.03 -3.18 -0.25  1.687
C -1.80 -4.48 0.24  -0.501
C -2.19 -4.23 1.68  -0.142
C -1.57 -5.95 -0.08  -0.123
C 0.78 -3.95 -2.19  -0.525
C 1.62 -5.21 -2.03  -0.130
C -0.38 -4.15 -3.16  -0.135
H 2.37 -5.52 2.19  0.092
H 1.53 -5.91 0.69  0.055
H 0.61 -5.48 2.15  0.063
H 2.53 -3.59 0.67  0.067
H 0.58 -3.07 2.98  0.074
H 1.52 -1.83 2.14  0.037
H 2.34 -3.07 3.09  0.088
H -2.55 -4.07 -0.44  0.067
H -1.48 -4.70 2.37  0.068
H -3.17 -4.67 1.88  0.091
H -2.24 -3.17 1.92  0.053
H -0.79 -6.38 0.55  0.064
H -1.31 -6.11 -1.12  0.052
H -2.50 -6.49 0.12  0.094
H 1.40 -3.13 -2.54  0.058
H 1.03 -6.04 -1.63  0.067
H 2.49 -5.05 -1.39  0.069
H 1.99 -5.52 -3.02  0.089
H -0.98 -5.01 -2.89  0.065
H 0.01 -4.32 -4.16  0.091
H -1.02 -3.27 -3.19  0.043

Output
Total charge ... +1
⟨S²⟩ ... 8.8646
Relative energy (zero: lowest compared OMol25 entry of this formula, charge and spin) ... 119.4 kcal/mol
2S+1 ... 6
Kohn-Sham gap (spin up / spin down) ... 7.25 / 5.93 eV
HOMO (spin up / spin down) ... -0.3832 / -0.3863 hartree
LUMO (spin up / spin down) ... -3.18 / -4.58 eV



Formula: C23H30F4N3O7RuS2
Source: the OMol25 dataset
Level of theory: ωB97M-V with the def2-TZVPD basis set

Last column: Löwdin charge in e.
CARTESIAN COORDINATES (ANGSTROEM)
Ru -0.05 -0.24 -1.00  1.503
C 1.54 -3.56 0.87  -0.052
C 0.37 -3.52 -0.10  -0.212
N -0.61 -2.44 0.07  -0.164
C -1.88 -2.83 -0.53  -0.240
C -1.77 -3.19 -2.00  -0.064
C -0.74 -1.91 1.43  -0.152
C -1.45 -0.55 1.49  -0.148
N -0.76 0.45 0.72  -0.002
C -0.92 1.75 1.01  -0.124
C -0.01 2.71 0.49  -0.126
F 1.00 2.28 -0.28  0.098
C -0.10 4.07 0.76  -0.185
F 0.80 4.90 0.24  0.128
C -1.10 4.56 1.58  0.138
C -2.02 3.66 2.09  -0.189
F -3.01 4.11 2.87  0.129
C -1.95 2.30 1.83  -0.097
F -2.92 1.52 2.32  0.115
H 2.22 -4.35 0.55  0.091
H 1.22 -3.81 1.88  0.086
H 2.08 -2.62 0.88  0.052
H -0.16 -4.48 -0.04  0.135
H 0.77 -3.42 -1.12  0.104
H -2.58 -2.00 -0.45  0.091
H -2.30 -3.69 0.03  0.139
H -1.34 -2.35 -2.56  0.049
H -2.76 -3.39 -2.39  0.090
H -1.16 -4.08 -2.17  0.080
H 0.26 -1.76 1.85  0.101
H -1.30 -2.62 2.07  0.150
H -1.47 -0.26 2.55  0.147
H -2.48 -0.63 1.13  0.140
H -1.17 5.61 1.81  0.154
C -3.31 1.28 -3.47  -0.093
S -1.75 0.84 -2.71  0.439
O -0.84 0.29 -3.68  -0.299
O -1.23 1.99 -1.97  -0.318
O -2.07 -0.20 -1.66  -0.442
H -3.09 1.93 -4.31  0.076
H -3.92 1.78 -2.73  0.071
H -3.79 0.37 -3.82  0.075
C 2.57 4.18 -5.64  -0.034
C 2.54 2.82 -5.02  -0.246
C 3.20 1.73 -5.58  -0.008
C 3.15 0.48 -4.98  -0.027
C 2.41 0.33 -3.82  -0.276
C 1.72 1.39 -3.27  -0.096
C 1.79 2.63 -3.86  -0.002
S 2.32 -1.29 -3.09  0.751
O 2.63 -2.32 -4.03  -0.258
O 1.01 -1.49 -2.45  -0.418
N 3.57 -1.43 -1.97  -0.110
C 4.27 -0.34 -1.30  -0.205
C 4.03 -0.35 0.22  -0.052
C 2.53 -0.20 0.49  -0.616
O 2.02 -0.26 1.59  0.063
O 1.89 -0.03 -0.61  -0.237
H 3.24 4.22 -6.50  0.082
H 2.90 4.91 -4.91  0.090
H 1.57 4.46 -5.97  0.092
H 3.76 1.85 -6.50  0.120
H 3.66 -0.37 -5.40  0.122
H 1.10 1.25 -2.40  0.038
H 1.25 3.46 -3.42  0.127
H 4.15 -2.21 -2.22  0.117
H 3.91 0.61 -1.71  0.116
H 5.34 -0.42 -1.48  0.130
H 4.55 0.48 0.70  0.131
H 4.37 -1.28 0.67  0.127

Output
Total charge ... +1
Kohn-Sham gap (spin up / spin down) ... 5.74 / 5.69 eV
HOMO (spin up / spin down) ... -0.4387 / -0.4370 hartree
LUMO (spin up / spin down) ... -6.19 / -6.20 eV



Formula: C4H17NO3
Source: the OMol25 dataset
Level of theory: ωB97M-V with the def2-TZVPD basis set

Last column: Löwdin charge in e.
CARTESIAN COORDINATES (ANGSTROEM)
C -0.58 -2.74 -0.21  -0.093
C -1.44 -1.55 -0.69  -0.253
N -1.34 -0.41 0.24  -0.128
C -1.63 0.89 -0.33  -0.306
C -0.81 1.34 -1.53  -0.103
H 0.42 -2.72 -0.70  0.070
H -0.95 -3.70 -0.50  0.052
H -0.43 -2.81 0.88  0.080
H -1.23 -1.24 -1.70  0.100
H -2.39 -2.03 -0.70  0.088
H -1.67 -0.66 1.24  0.159
H -2.67 1.11 -0.59  0.095
H -1.48 1.70 0.59  0.148
H -0.88 2.38 -1.59  0.057
H 0.27 1.16 -1.34  0.058
H -1.04 0.82 -2.43  0.060
H 1.97 -1.25 0.27  -0.018
H 2.51 -0.49 1.48  0.051
O 2.76 -0.84 0.59  -0.054
H 0.22 0.15 1.38  -0.007
H -0.14 1.11 2.57  0.022
O 0.57 0.70 2.10  -0.064
H 2.23 1.61 -0.62  0.004
H 1.32 2.29 0.31  0.059
O 1.70 2.39 -0.62  -0.078

Output
Relative energy (zero: lowest compared OMol25 entry of this formula, charge and spin) ... 34.1 kcal/mol
SMILES string ... CCNCC.O.O.O
Kohn-Sham gap ... 9.67 eV
HOMO ... -0.3358 hartree
LUMO ... 0.53 eV



Formula: C29H40F12NO13
Source: the OMol25 dataset
Level of theory: ωB97M-V with the def2-TZVPD basis set

Last column: Löwdin charge in e.
CARTESIAN COORDINATES (ANGSTROEM)
C -0.69 0.54 -1.98  -0.099
C -0.82 2.14 -2.08  -0.236
O -0.06 2.73 -3.17  -0.180
C -0.55 2.26 -4.45  -0.194
C -0.04 3.19 -5.69  -0.159
O -0.94 3.02 -6.81  -0.182
C -0.31 2.34 -7.92  -0.155
C -0.05 0.77 -7.70  -0.156
O -1.08 -0.10 -8.23  -0.129
C -2.04 -0.49 -7.24  -0.155
N -1.52 -1.43 -6.20  -0.038
C -2.33 -1.56 -4.99  0.055
C -1.93 -2.50 -3.80  0.074
C -0.62 -3.31 -3.88  -0.003
C -0.05 -4.28 -2.74  -0.320
O -0.57 -4.34 -1.59  0.108
O 1.12 -5.09 -2.94  0.034
C 0.22 -3.17 -5.20  0.090
C -0.31 -2.22 -6.30  0.055
H -1.20 0.04 -2.90  0.034
H -1.24 0.21 -1.04  0.087
H 0.40 0.17 -1.95  0.096
H -1.94 2.43 -2.16  0.131
H -0.45 2.56 -1.08  0.127
H -0.14 1.19 -4.59  0.103
H -1.69 2.24 -4.53  0.134
H 1.07 3.04 -5.93  0.137
H -0.12 4.28 -5.30  0.148
H 0.74 2.83 -8.05  0.136
H -0.85 2.55 -8.92  0.155
H 0.18 0.49 -6.60  0.112
H 0.92 0.52 -8.28  0.148
H -2.57 0.39 -6.72  0.164
H -2.88 -1.05 -7.80  0.177
H -3.31 -0.97 -4.87  0.159
H -2.60 -2.59 -2.87  0.142
H 1.92 -4.55 -2.75  0.133
H 1.20 -3.74 -5.37  0.130
H 0.32 -2.08 -7.25  0.155
C -2.48 -4.40 0.76  -0.083
C -3.20 -4.64 2.07  -0.198
O -4.46 -3.96 2.09  0.027
C -5.49 -4.60 1.49  -0.367
O -5.40 -5.68 0.95  0.165
C -6.78 -3.79 1.62  -0.512
F -6.59 -2.47 1.38  0.149
F -7.30 -3.88 2.86  0.162
F -7.74 -4.20 0.77  0.157
H -2.38 -3.32 0.57  0.084
H -1.49 -4.85 0.77  0.056
H -3.04 -4.82 -0.08  0.077
H -2.61 -4.24 2.89  0.116
H -3.33 -5.71 2.26  0.133
C 3.96 -7.69 3.06  -0.059
C 3.27 -6.82 2.03  -0.209
O 1.92 -6.53 2.43  0.019
C 1.77 -5.50 3.29  -0.365
O 2.68 -4.84 3.73  0.171
C 0.29 -5.28 3.59  -0.496
F -0.38 -6.43 3.80  0.160
F -0.34 -4.65 2.57  0.128
F 0.09 -4.51 4.68  0.166
H 3.37 -8.60 3.24  0.086
H 4.95 -7.98 2.72  0.085
H 4.05 -7.18 4.02  0.081
H 3.21 -7.35 1.08  0.124
H 3.83 -5.90 1.85  0.124
C -0.36 7.37 1.79  -0.059
C 0.57 6.90 0.69  -0.204
O 1.72 6.24 1.24  0.025
C 1.56 4.93 1.56  -0.364
O 0.53 4.32 1.41  0.154
C 2.87 4.35 2.08  -0.505
F 3.49 5.17 2.96  0.145
F 3.75 4.11 1.09  0.159
F 2.69 3.18 2.73  0.151
H 0.18 7.99 2.50  0.086
H -1.19 7.94 1.37  0.085
H -0.76 6.52 2.35  0.079
H 0.94 7.76 0.13  0.127
H 0.05 6.25 -0.03  0.122
C 3.37 4.57 5.74  -0.071
C 3.40 3.90 7.10  -0.197
O 3.28 4.88 8.14  0.023
C 2.03 5.27 8.45  -0.366
O 1.04 4.86 7.90  0.163
C 2.04 6.27 9.60  -0.512
F 3.01 7.21 9.46  0.154
F 2.26 5.67 10.78  0.158
F 0.88 6.95 9.72  0.158
H 4.13 5.34 5.67  0.090
H 3.53 3.83 4.95  0.063
H 2.40 5.05 5.56  0.082
H 4.36 3.41 7.24  0.128
H 2.63 3.14 7.19  0.127

Output
Total charge ... +1
Kohn-Sham gap ... 6.67 eV
HOMO ... -0.4571 hartree
LUMO ... -5.77 eV



Number 1: energy -492.04887 a.u.. Number 2: energy -3046.21537 a.u.. Number 3: energy -2943.41701 a.u.. Number 4: energy -2875.78995 a.u.. Number 5: energy -443.02299 a.u.. Number 6: energy -3359.86471 a.u..